C5H8HgO3 as an isolated structure at a distorted geometry, computed with ωB97M-V/def2-TZVPD.

Structure (ORCA input):
```
! RIJCOSX wB97M-V def2-TZVPD def2/J DEFGRID3
* xyz 0 3
C -1.628 -1.808 1.145
C -1.630 -2.832 0.251
H -0.781 -1.709 1.831
H -2.574 -1.512 1.610
H -0.697 -3.273 -0.108
H -2.541 -3.110 -0.287
O 3.280 1.642 0.559
C 2.334 1.543 -0.263
O 2.507 1.522 -1.507
Hg 5.024 1.915 -1.161
O 1.112 1.362 0.259
C 0.032 1.091 -0.634
C -1.206 0.866 0.155
H 0.274 0.208 -1.247
H -0.082 1.943 -1.328
H -2.138 0.816 -0.413
H -1.286 1.336 1.137
*
```

Summary:
Kohn-Sham gap (spin up / spin down) = 8.179 / 6.449 eV
Relative energy (zero: lowest compared OMol25 entry of this formula, charge and spin) = 0.0 kcal/mol
LUMO energy (spin up / spin down) = 0.0068 / -0.1172 hartree